# 1
{
  "formula": "C5H9N3O",
  "method": "the ωB97M-V functional and the def2-TZVPD basis",
  "e_tot_ev": -11847.9105,
  "homo_energy_ev": -9.610,
  "charge": 0,
  "orbital_gap_ev": 10.179,
  "species": ["C", "C", "C", "C", "N", "C", "N", "N", "O", "H", "H", "H", "H", "H", "H", "H", "H", "H"],
  "coordinates": [[-0.488, -0.021, 0.641], [0.122, -0.926, 1.708], [1.644, -0.104, -0.842], [0.139, -0.322, -0.720], [2.083, 1.159, -0.564], [-2.638, 0.507, -0.105], [-1.946, -0.260, 0.659], [-0.530, -0.693, -1.773], [2.364, -0.993, -1.261], [-0.286, 1.025, 0.902], [1.457, 1.938, -0.413], [3.056, 1.362, -0.759], [0.132, -0.871, -2.542], [-0.052, -1.983, 1.474], [1.203, -0.779, 1.794], [-0.324, -0.725, 2.688], [-2.204, 1.304, -0.733], [-3.731, 0.385, -0.155]]
}

# 2
{
  "formula": "C5H9N3O",
  "method": "the ωB97M-V functional and the def2-TZVPD basis",
  "e_tot_ev": -11846.1871,
  "homo_energy_ev": -9.396,
  "charge": 0,
  "orbital_gap_ev": 9.883,
  "species": ["C", "N", "C", "C", "N", "C", "C", "N", "O", "H", "H", "H", "H", "H", "H", "H", "H", "H"],
  "coordinates": [[1.840, -0.721, -0.334], [-1.218, 1.503, 0.569], [-0.883, 0.530, 1.505], [0.444, -0.157, -0.576], [0.300, 0.270, -1.943], [-0.670, -1.163, -0.191], [0.119, 0.922, 0.453], [-1.126, 0.065, 2.633], [-1.776, -1.105, -0.688], [-1.894, 1.275, -0.153], [0.195, 1.271, -2.091], [-0.467, -0.062, -2.516], [-2.023, 0.351, 3.023], [-0.324, -2.005, 0.428], [0.926, 1.597, 0.723], [1.963, -1.021, 0.704], [2.593, 0.031, -0.565], [2.002, -1.581, -0.980]]
}

# 3
{
  "formula": "C5H9N3O",
  "method": "the ωB97M-V functional and the def2-TZVPD basis",
  "e_tot_ev": -11844.9470,
  "homo_energy_ev": -7.995,
  "charge": 0,
  "orbital_gap_ev": 8.446,
  "species": ["C", "C", "C", "C", "N", "N", "C", "N", "O", "H", "H", "H", "H", "H", "H", "H", "H", "H"],
  "coordinates": [[-2.072, -0.103, 0.458], [1.202, 0.224, 0.391], [0.182, 0.947, -0.067], [-0.913, -0.063, -0.549], [2.143, 0.350, 1.322], [0.079, 2.253, -0.431], [0.627, -2.143, -0.830], [0.319, -1.277, 0.045], [-1.188, -0.063, -1.779], [2.895, -0.328, 1.268], [1.823, 0.508, 2.273], [0.934, 2.790, -0.351], [-0.456, 2.347, -1.292], [-2.536, -1.089, 0.396], [-1.768, 0.068, 1.493], [-2.804, 0.656, 0.178], [-0.118, -2.615, -1.479], [1.652, -2.461, -1.047]]
}

# 4
{
  "formula": "C5H9N3O",
  "method": "the ωB97M-V functional and the def2-TZVPD basis",
  "e_tot_ev": -11843.6914,
  "homo_energy_ev": -8.390,
  "charge": 0,
  "orbital_gap_ev": 9.354,
  "species": ["C", "C", "C", "C", "C", "H", "H", "H", "H", "H", "H", "H", "H", "H", "N", "N", "N", "O"],
  "coordinates": [[-0.188, -1.860, 1.353], [0.854, -0.779, 1.074], [2.264, -1.085, 0.598], [0.442, 1.703, -0.726], [-2.780, 1.579, -1.734], [-1.202, -1.450, 1.594], [-0.341, -2.395, 0.413], [0.182, -2.552, 2.170], [0.803, 0.126, 1.661], [3.129, -0.623, 0.961], [2.512, -2.217, 0.324], [0.519, 2.778, -0.959], [-3.467, 2.319, -2.174], [-3.153, 0.572, -1.557], [1.328, -0.335, -0.212], [1.507, 1.045, -0.368], [-1.616, 2.093, -1.441], [-0.794, 1.081, -0.978]]
}

# 5
{
  "formula": "C5H9N3O",
  "method": "the ωB97M-V functional and the def2-TZVPD basis",
  "e_tot_ev": -11847.8256,
  "homo_energy_ev": -8.121,
  "charge": 0,
  "orbital_gap_ev": 8.814,
  "species": ["C", "C", "C", "C", "C", "H", "H", "H", "H", "H", "H", "H", "H", "H", "N", "N", "N", "O"],
  "coordinates": [[1.580, 0.105, -0.165], [0.120, -0.069, -0.270], [-0.823, 0.892, -0.108], [-2.015, -1.020, 0.060], [-0.596, -1.400, -0.473], [2.026, -1.263, 1.286], [3.362, -0.623, 0.408], [1.524, 1.907, -0.802], [0.017, 2.365, 0.814], [-1.492, 2.760, 0.477], [-2.752, -1.452, -0.642], [-2.180, -1.310, 1.098], [-0.595, -1.722, -1.520], [0.004, -2.135, 0.010], [2.377, -0.999, 0.319], [2.175, 1.214, -0.506], [-0.653, 2.323, 0.046], [-2.077, 0.429, -0.032]]
}

# 6
{
  "formula": "C5H9N3O",
  "method": "the ωB97M-V functional and the def2-TZVPD basis",
  "e_tot_ev": -11846.7024,
  "homo_energy_ev": -9.412,
  "charge": 0,
  "orbital_gap_ev": 9.910,
  "species": ["C", "C", "N", "C", "C", "C", "N", "N", "O", "H", "H", "H", "H", "H", "H", "H", "H", "H"],
  "coordinates": [[-2.346, -0.228, -1.024], [1.753, -0.584, 1.573], [-1.345, 0.085, -0.047], [-1.002, 1.108, 0.520], [1.475, 0.047, 0.240], [0.667, -0.854, -0.759], [-0.803, 2.051, 1.249], [0.733, -0.678, -2.013], [1.853, 1.149, -0.090], [-0.036, 2.698, 1.160], [0.961, 0.286, -2.271], [0.440, -1.850, -0.392], [-1.844, -0.437, -1.973], [-2.867, -1.129, -0.698], [-3.061, 0.584, -1.163], [0.805, -0.785, 2.072], [2.261, -1.536, 1.424], [2.357, 0.075, 2.192]]
}

# 7
{
  "formula": "C5H9N3O2",
  "method": "the ωB97M-V functional and the def2-TZVPD basis",
  "e_tot_ev": -13889.9158,
  "homo_energy_ev": -9.799,
  "charge": 0,
  "orbital_gap_ev": 10.587,
  "species": ["C", "C", "C", "C", "C", "N", "N", "N", "O", "O", "H", "H", "H", "H", "H", "H", "H", "H", "H"],
  "coordinates": [[0.503, -0.057, -1.354], [1.368, 0.598, 0.806], [-0.846, 0.666, -0.971], [0.001, 1.156, 1.290], [0.951, -0.661, 0.022], [-1.031, 0.487, 0.518], [-0.625, -0.830, 0.640], [-1.297, -1.909, 0.274], [-0.611, -2.916, 0.117], [-2.510, -1.868, 0.171], [0.236, -0.622, -2.171], [1.329, 0.512, -1.624], [2.019, 1.235, 0.154], [1.879, 0.332, 1.647], [-0.947, 1.833, -1.267], [-1.716, 0.297, -1.477], [-0.263, 1.125, 2.277], [-0.015, 2.149, 1.103], [1.574, -1.527, -0.155]]
}

# 8
{
  "formula": "C5H9N3O2",
  "method": "the ωB97M-V functional and the def2-TZVPD basis",
  "e_tot_ev": -13889.7274,
  "multiplicity": 3,
  "s2": 2.0078,
  "homo_energy_ev": [-4.577, -9.722],
  "charge": 0,
  "orbital_gap_ev": [4.931, 7.560],
  "species": ["C", "C", "C", "C", "C", "N", "N", "N", "O", "O", "H", "H", "H", "H", "H", "H", "H", "H", "H"],
  "coordinates": [[-0.437, -0.083, -1.625], [-0.944, -2.366, -0.594], [0.021, -1.228, -0.631], [0.017, -0.424, 0.687], [1.345, 0.000, 1.023], [-0.330, -0.369, -2.887], [-1.045, 0.808, -0.911], [-1.012, 0.527, 0.519], [-2.222, -1.944, -0.451], [-0.728, -3.510, -0.660], [0.943, -1.706, -0.669], [-0.462, -1.073, 1.478], [1.904, 0.583, 0.319], [1.783, -0.952, 1.261], [1.319, 0.551, 2.034], [-0.776, 0.391, -3.400], [-1.390, 1.693, -1.293], [-2.310, -0.983, -0.509], [-0.961, 1.338, 1.059]]
}

# 9
{
  "formula": "C5H9N3O4",
  "method": "the ωB97M-V functional and the def2-TZVPD basis",
  "e_tot_ev": -17985.3104,
  "homo_energy_ev": -9.021,
  "charge": 0,
  "orbital_gap_ev": 8.701,
  "species": ["C", "C", "C", "C", "C", "N", "N", "N", "O", "O", "O", "O", "H", "H", "H", "H", "H", "H", "H", "H", "H"],
  "coordinates": [[-0.577, 0.353, 0.407], [-2.404, -2.561, -0.797], [1.303, 0.936, -0.985], [1.000, 1.799, 1.444], [-1.699, -1.493, 0.092], [-2.802, 1.481, 0.434], [-1.578, -1.391, 1.307], [0.839, 0.756, 0.377], [-1.336, 1.504, 0.208], [-3.306, 2.529, 0.235], [-0.865, -0.293, 1.611], [-0.966, -0.525, -0.581], [-1.622, -2.937, -1.480], [-3.251, -2.061, -1.212], [-2.476, -3.399, -0.134], [1.309, 0.057, -1.657], [0.708, 1.698, -1.580], [2.429, 1.386, -0.957], [0.550, 2.740, 0.882], [0.568, 1.365, 2.349], [2.116, 2.056, 1.585]]
}

# 10
{
  "formula": "C5H9N4",
  "method": "the ωB97M-V functional and the def2-TZVPD basis",
  "e_tot_ev": -11283.1097,
  "homo_energy_ev": -13.774,
  "charge": 1,
  "orbital_gap_ev": 10.209,
  "species": ["C", "C", "C", "C", "C", "N", "N", "N", "N", "H", "H", "H", "H", "H", "H", "H", "H", "H"],
  "coordinates": [[-2.733, 0.223, 0.379], [-1.964, 1.218, -0.029], [-2.071, -1.098, 0.245], [1.742, -0.036, 0.031], [-0.569, 0.261, -0.643], [-0.897, -1.023, -0.215], [2.860, 0.658, 0.304], [1.602, -1.370, -0.096], [0.709, 0.737, -0.164], [-3.778, 0.408, 0.807], [-1.923, 2.223, -0.180], [-2.382, -2.102, 0.565], [-0.434, 0.514, -1.784], [3.612, 0.097, 0.708], [2.705, 1.573, 0.620], [2.215, -2.127, -0.297], [0.693, -1.853, -0.204], [0.613, 1.697, -0.046]]
}

# 11
{
  "formula": "C5H9N4O3",
  "method": "the ωB97M-V functional and the def2-TZVPD basis",
  "e_tot_ev": -17422.2712,
  "homo_energy_ev": -13.036,
  "charge": 1,
  "orbital_gap_ev": 9.019,
  "species": ["C", "C", "C", "C", "C", "N", "N", "N", "N", "O", "O", "O", "H", "H", "H", "H", "H", "H", "H", "H", "H"],
  "coordinates": [[0.858, -1.208, -0.237], [-0.100, -0.591, -0.956], [-0.590, 0.812, -0.637], [2.072, -1.158, 1.959], [-2.253, 2.580, -1.033], [1.549, -0.721, 0.831], [1.720, -2.227, 2.629], [-0.805, -1.336, -2.052], [0.267, 1.512, 0.014], [-0.880, -2.516, -1.980], [-1.196, -0.672, -2.955], [-1.690, 1.214, -1.148], [1.383, -2.117, -0.553], [2.853, -0.541, 2.355], [-3.252, 2.517, -1.470], [-1.775, 3.453, -1.608], [-2.345, 2.615, 0.096], [2.238, -2.543, 3.498], [0.780, -2.767, 2.375], [0.135, 2.435, 0.246], [1.032, 1.258, 0.627]]
}

# 12
{
  "formula": "C5H9N5",
  "method": "the ωB97M-V functional and the def2-TZVPD basis",
  "e_tot_ev": -12761.1818,
  "homo_energy_ev": -20.138,
  "charge": 2,
  "orbital_gap_ev": 9.925,
  "species": ["C", "C", "C", "C", "C", "N", "N", "N", "N", "N", "H", "H", "H", "H", "H", "H", "H", "H", "H"],
  "coordinates": [[2.148, -0.385, -2.974], [-0.490, 0.761, -0.366], [0.943, -1.026, 0.417], [1.888, -0.132, -1.564], [-1.722, 1.398, 0.036], [2.301, -0.522, -4.082], [1.546, -1.193, -0.760], [0.052, 0.809, -1.490], [0.130, 0.057, 0.627], [1.005, -2.106, 1.196], [2.657, 0.517, -1.194], [-2.522, 0.897, -0.531], [-1.562, 2.526, 0.075], [-1.766, 1.137, 1.135], [1.656, -2.080, -1.300], [-0.235, 1.426, -2.274], [-0.137, 0.268, 1.522], [1.164, -3.038, 0.882], [0.305, -2.116, 1.932]]
}

For each record above, in turn, the calculated relative energy (zero: lowest compared OMol25 entry of this formula, charge and spin) values are 144.5; 310.8; 430.4; 551.6; 152.7; 261.1; 643.1; 100.3; 413.6; 228.9; 319.0; 187.1 kJ/mol.